Molecular formula: C9H11O5S
Method: DFT, ωB97M-V with the def2-TZVPD basis set

Positions of all 26 atoms, in Å:
C (-2.793, -1.973, -0.283)
C (-2.615, -1.579, 1.090)
C (-2.104, -1.424, -1.326)
C (-1.800, -0.432, 1.293)
C (-1.347, -0.253, -1.078)
C (-1.161, 0.201, 0.236)
C (2.497, 2.040, 0.928)
C (1.590, 2.603, -0.170)
C (-0.320, 1.347, 0.527)
O (0.671, -2.623, 0.403)
O (1.192, -1.939, -2.098)
O (2.831, -1.423, 0.024)
O (-0.581, 2.136, 1.427)
O (0.595, 1.638, -0.467)
S (1.395, -1.487, -0.309)
H (-3.535, -2.697, -0.558)
H (-3.140, -2.036, 1.900)
H (-2.462, -1.680, -2.350)
H (-1.736, -0.017, 2.340)
H (-0.754, 0.260, -1.834)
H (2.245, 2.100, 2.056)
H (2.569, 0.987, 0.862)
H (3.482, 2.485, 0.839)
H (2.174, 2.635, -0.990)
H (1.150, 3.456, 0.168)
H (1.956, -2.324, -2.630)

Output
Total energy = -1123.95511 Ha
Largest force on an atom = 4.88 eV/A
2S+1 = 1
Total charge = -1
Relative energy (zero: lowest compared OMol25 entry of this formula, charge and spin) = 4.7 kcal per mole
Lowest unoccupied orbital energy = 3.44 eV
HOMO level = -4.04 eV